4 unconnected molecules or ions with the total composition C29H39N3O6, computed with ωB97M-V/def2-TZVPD.

- molar mass (g mol⁻¹) = 525.646
- highest occupied orbital energy (Eh) = -0.3238
- energy relative to the best compared isomer or geometry (same formula, charge and spin) (kcal per mole) = 16.5
- E_LUMO (eV) = -1.04
- electronic energy (Ha) = -1744.18127
- structure (SMILES) = C[C@H](Cc1ccc2c(c1)C(=O)C=CC2=O)OCc1ccccc1.CNC(C)=O.CNC(C)=O.CNC(C)=O

The geometry in XYZ format:
```
77
Properties=species:S:1:pos:R:3:forces:R:3:mulliken_charge:R:1
C -0.215 -5.596 -2.109 -0.241 0.187 0.076 -1.65
C 0.029 -4.189 -2.651 0.139 -0.004 0.069 0.44
C 0.567 -3.239 -1.571 0.196 -0.074 0.104 -0.02
C 1.866 -2.505 -1.827 0.059 0.047 -0.170 0.74
C 2.688 -2.695 -2.939 -0.156 0.019 0.155 -0.56
C 3.873 -1.991 -3.092 0.001 0.097 0.046 -1.30
C 4.276 -1.092 -2.118 -0.078 -0.057 0.025 0.52
C 3.456 -0.881 -1.005 0.083 0.040 -0.119 0.39
C 2.265 -1.568 -0.873 0.007 0.080 -0.051 -0.49
C 3.882 0.123 0.009 -0.007 0.074 -0.012 0.15
O 3.103 0.747 0.697 0.065 -0.197 0.116 -0.62
C 5.350 0.350 0.100 0.360 -0.087 -0.161 -0.52
C 6.141 0.138 -0.954 -0.223 -0.044 0.111 -0.49
C 5.559 -0.348 -2.239 0.016 0.058 -0.112 0.16
O 6.098 -0.138 -3.304 0.071 -0.153 0.177 -0.59
O -1.108 -3.653 -3.309 -0.108 -0.111 -0.140 -0.40
C -2.236 -3.387 -2.486 0.127 0.260 -0.094 -0.75
C -2.433 -1.908 -2.245 0.028 0.088 -0.015 0.32
C -2.071 -0.972 -3.210 -0.051 -0.131 0.123 -0.36
C -2.262 0.381 -2.970 0.037 -0.124 -0.056 -0.54
C -2.809 0.805 -1.766 0.003 0.005 -0.002 -0.57
C -3.173 -0.121 -0.797 0.174 0.195 -0.243 -0.58
C -2.980 -1.473 -1.044 -0.056 -0.011 0.066 -0.30
H -0.799 -6.176 -2.821 0.103 -0.058 -0.101 0.38
H 0.740 -6.089 -1.933 0.010 -0.051 0.045 0.45
H -0.767 -5.575 -1.168 0.035 -0.029 0.044 0.37
H 0.759 -4.290 -3.451 -0.060 0.045 -0.090 0.28
H 0.698 -3.793 -0.636 0.011 -0.017 0.027 0.38
H -0.183 -2.478 -1.355 -0.064 -0.031 -0.004 0.03
H 2.415 -3.393 -3.716 -0.037 -0.047 -0.005 0.32
H 4.488 -2.147 -3.966 0.070 0.048 -0.018 0.48
H 1.642 -1.361 -0.011 -0.050 -0.012 0.023 0.53
H 5.756 0.721 1.032 -0.150 0.148 0.051 0.45
H 7.205 0.333 -0.927 0.000 0.104 -0.088 0.45
H -2.147 -3.879 -1.517 -0.090 -0.167 0.010 0.29
H -3.103 -3.793 -3.010 -0.063 -0.080 0.061 0.40
H -1.630 -1.324 -4.133 0.023 0.066 -0.053 0.43
H -1.976 1.098 -3.727 -0.002 0.068 0.002 0.40
H -2.945 1.863 -1.586 -0.021 0.026 0.031 0.41
H -3.580 0.202 0.148 -0.088 -0.065 0.057 0.57
H -3.259 -2.190 -0.280 -0.003 0.002 0.040 0.41
C -7.329 -0.285 4.032 0.070 0.129 -0.066 -0.97
N -6.309 -0.217 3.009 -0.194 -0.176 -0.160 -0.08
C -5.362 -1.129 2.711 0.103 0.072 0.054 0.75
C -5.355 -2.419 3.502 0.019 -0.016 -0.048 -1.41
O -4.528 -0.911 1.840 -0.036 -0.138 0.102 -0.56
H -8.324 -0.199 3.591 -0.015 -0.038 0.020 0.32
H -7.201 0.533 4.744 -0.007 -0.026 0.030 0.29
H -7.271 -1.227 4.567 -0.011 -0.013 0.015 0.35
H -6.242 0.637 2.474 0.153 0.104 0.156 0.26
H -4.533 -3.031 3.143 0.011 0.018 -0.024 0.30
H -5.215 -2.226 4.566 -0.035 -0.018 0.012 0.35
H -6.289 -2.965 3.369 -0.013 -0.003 0.049 0.39
C -1.733 3.874 3.103 -0.115 0.023 -0.107 -0.83
N -3.116 3.526 2.841 0.022 0.058 0.031 -0.17
C -3.900 2.644 3.507 0.072 -0.151 -0.070 0.87
C -3.290 1.912 4.679 -0.041 -0.002 0.018 -1.36
O -5.052 2.440 3.154 -0.120 0.144 0.012 -0.67
H -1.637 4.940 3.318 0.022 -0.006 0.035 0.29
H -1.107 3.637 2.242 0.031 -0.027 0.024 0.27
H -1.362 3.318 3.957 0.019 -0.005 0.013 0.31
H -3.579 3.971 2.065 0.002 -0.009 -0.015 0.23
H -4.044 1.245 5.087 -0.024 0.003 -0.021 0.23
H -2.429 1.323 4.362 0.019 0.013 0.014 0.36
H -2.972 2.609 5.455 0.043 -0.013 0.002 0.45
C 4.934 4.042 -0.178 0.180 -0.026 0.225 -0.52
N 6.323 4.327 0.132 -0.070 -0.014 -0.030 -0.15
C 7.322 4.691 -0.718 0.020 -0.028 -0.029 0.79
C 6.969 4.821 -2.182 0.048 0.016 0.001 -1.15
O 8.450 4.895 -0.304 -0.016 -0.002 -0.008 -0.65
H 4.272 4.715 0.370 -0.034 0.023 -0.061 0.30
H 4.688 3.018 0.108 -0.111 0.007 -0.074 0.00
H 4.751 4.162 -1.240 -0.015 -0.011 -0.022 0.27
H 6.621 4.252 1.091 -0.002 0.018 0.012 0.21
H 7.867 5.112 -2.718 0.020 0.001 0.018 0.29
H 6.606 3.873 -2.583 -0.034 0.012 -0.012 0.28
H 6.201 5.580 -2.334 -0.029 -0.026 -0.019 0.35
```
Positions in Å, forces in eV/Å.

=====

A gas-phase ion, C20H45IN7O3 (charge +1) in a non-equilibrium geometry, computed with ωB97M-V/def2-TZVPD.

- molar mass (g mol⁻¹) = 558.530
- highest occupied orbital energy (Eh) = -0.4167
- E_LUMO (eV) = -3.51
- electronic energy (Ha) = -1695.04578
- structure (SMILES) = [H]/N=C(/N)NCCCC[C@@H]1O[C@H](CN)[C@H](NCCCC)[N@+](C)(OCCNC[C@H](C)O)[C@H]1I
- charge = +1

The geometry in XYZ format:
```
76
Properties=species:S:1:pos:R:3:forces:R:3:mulliken_charge:R:1
H 4.499 1.351 -0.951 -0.316 0.157 -1.428 0.23
N 4.374 1.155 -1.982 -4.894 1.825 -1.424 -0.78
C 3.155 1.667 -2.435 4.512 -1.976 2.654 0.36
N 2.793 1.435 -3.887 0.437 0.576 2.640 -0.47
N 2.305 2.373 -1.402 1.229 1.227 -2.856 -0.13
C 1.522 3.536 -1.984 -2.167 1.060 0.799 -0.83
C -0.072 3.254 -1.560 0.673 -0.283 -1.415 -0.07
C -0.739 2.096 -2.568 0.781 1.510 -0.575 0.43
C -2.358 2.106 -2.489 0.163 0.783 -0.290 -1.28
C -3.089 0.975 -1.571 -1.718 0.831 -1.437 0.44
O -3.563 1.641 -0.350 0.650 -2.113 0.553 -0.40
C -3.648 0.733 0.799 1.314 0.933 0.958 0.00
C -4.101 1.573 2.156 -0.784 -0.063 -1.284 -0.35
N -4.325 0.566 3.266 1.573 -0.375 -0.649 -0.63
C -2.083 0.241 1.083 -1.859 2.220 2.951 -1.41
N -1.149 1.378 1.381 -2.509 -0.510 0.637 0.23
C -0.748 1.531 2.811 1.661 1.708 0.643 -0.81
C 0.917 1.500 2.852 0.647 0.845 0.651 -0.02
C 1.529 0.758 4.182 -0.120 0.328 -0.087 -0.49
C 0.909 1.320 5.595 0.007 -0.360 0.562 -0.90
N -1.531 -0.617 -0.085 -1.423 -1.245 1.438 1.65
C -1.601 -2.041 0.496 1.664 -1.953 1.635 -1.25
O -0.240 -0.158 -0.160 1.575 -1.204 -1.536 0.35
C 0.654 -1.049 -0.876 2.690 -0.958 -1.972 -0.01
C 1.758 -1.848 0.093 -0.158 1.210 0.278 -0.30
N 2.859 -2.410 -0.779 -0.274 -0.603 2.158 -0.24
C 2.928 -3.920 -0.749 1.313 -1.115 -0.796 -0.47
C 2.438 -4.661 -2.135 -0.153 -0.962 0.909 0.13
C 0.810 -4.726 -2.336 0.697 0.035 -0.680 -0.89
O 2.892 -6.085 -2.014 -1.276 0.974 1.048 -0.56
C -2.307 -0.440 -1.371 -0.648 0.734 -2.773 -1.14
I -3.869 -2.014 -1.684 0.769 0.569 0.112 0.22
H 3.697 1.291 -4.388 -1.153 -0.206 0.771 0.33
H 2.126 0.644 -4.017 0.961 0.924 0.269 0.24
H 2.930 2.834 -0.681 -0.614 -1.398 -1.308 0.31
H 1.790 4.565 -1.442 -0.270 -2.319 -1.153 0.29
H 1.667 3.700 -3.133 -0.297 -0.608 2.204 0.35
H -0.036 2.922 -0.440 -0.315 0.690 -2.134 -0.37
H -0.695 4.227 -1.763 1.162 -1.820 0.704 0.43
H -0.209 1.060 -2.461 -1.139 1.864 0.014 -0.53
H -0.452 2.483 -3.660 -0.625 -0.913 2.312 0.58
H -2.777 2.109 -3.606 0.747 -0.414 2.572 0.29
H -2.684 3.167 -2.049 0.597 -2.444 -0.838 0.25
H -4.092 0.715 -2.172 2.357 0.299 1.297 0.57
H -4.406 -0.150 0.692 1.402 1.517 -0.149 0.20
H -3.357 2.443 2.432 -1.375 -2.007 -0.510 0.15
H -5.132 2.085 1.909 2.042 -1.004 0.362 0.33
H -4.291 -0.428 2.889 -0.268 1.734 0.553 0.32
H -3.532 0.608 3.944 -0.958 0.043 -0.687 0.33
H -2.156 -0.414 2.071 0.549 1.151 -2.423 0.33
H -1.492 2.310 1.067 -0.060 -1.441 -0.112 0.49
H -1.253 0.832 3.592 0.949 0.877 -1.631 0.23
H -1.033 2.645 3.136 0.438 -2.504 -0.513 0.22
H 1.290 2.630 2.907 -0.864 -2.303 -0.182 0.34
H 1.373 1.088 1.827 -1.239 0.614 2.328 -0.22
H 2.708 0.929 4.251 -2.623 -0.649 -0.373 0.33
H 1.268 -0.386 4.085 0.721 2.151 0.306 0.21
H 1.458 2.288 6.012 -1.060 -2.179 -1.053 0.28
H 1.022 0.439 6.383 -0.177 2.056 -1.500 0.29
H -0.234 1.582 5.560 2.141 -0.568 -0.134 0.21
H -0.747 -2.057 1.332 -1.904 0.220 -1.868 0.24
H -2.595 -2.276 1.060 1.725 0.736 -1.554 0.45
H -1.321 -2.882 -0.262 -0.761 1.826 1.164 0.23
H 1.342 -0.355 -1.563 -1.565 -1.335 1.670 -0.36
H 0.132 -1.786 -1.652 0.843 1.466 1.897 -0.02
H 1.268 -2.663 0.774 0.786 1.427 -1.296 0.27
H 2.257 -1.028 0.798 -1.380 -1.627 -1.424 0.15
H 3.755 -2.082 -0.333 -1.359 -0.375 -0.959 0.32
H 2.382 -4.429 0.151 0.747 1.037 -1.501 0.24
H 4.083 -4.198 -0.626 -2.579 0.429 -0.400 0.23
H 3.021 -4.226 -3.067 -1.402 -0.897 1.988 0.28
H 0.491 -3.829 -3.021 0.241 -1.618 1.531 0.21
H 0.574 -5.717 -2.916 0.472 1.984 1.037 0.40
H 0.237 -4.783 -1.312 1.117 0.363 -1.900 0.14
H 2.344 -6.554 -1.302 1.060 1.211 -1.481 0.34
H -1.639 -0.574 -2.352 -1.131 0.204 2.678 0.43
```
Positions in Å, forces in eV/Å.

=====

Question: The highest E_LUMO belongs to which entry?
Answer: C29H39N3O6

=====

Question: Look up the molar mass of the second one.
Answer: 558.530 g mol⁻¹